ORCA calculation (ωB97M-V with the def2-TZVPD basis set) on a 11-piece molecular cluster, C42H113N7O14 overall at a distorted geometry.

## Properties
Orbital gap (Ha): 0.3176
DFT total energy (Ha): -3104.3408
Energy above the lowest of the compared OMol25 structures with the same formula, charge and spin (kcal per mole): 1.3
Strongest force on any atom (eV/Å): 2.084
SMILES: COC[C@H](C)N.COC[C@H](C)N.COC[C@H](C)N.COC[C@H](C)N.COCCNCCOC.COCCNCCOC.COCCNCCOC.CCO.CCO.CCO.CCO
Molecular weight (g/mol): 940.40
Net charge: 0

Each line ends with the Mulliken charge.
Positions of all 176 atoms, in Å:
1 C -6.81 -4.87 -1.02  -0.619
2 O -7.01 -3.55 -0.61  -0.474
3 C -5.87 -2.88 -0.11  0.904
4 C -5.62 -3.23 1.35  0.282
5 C -6.90 -3.23 2.19  -1.565
6 N -4.67 -2.27 2.01  -0.363
7 H -7.80 -5.32 -1.13  0.315
8 H -6.31 -5.51 -0.28  0.281
9 H -6.25 -4.97 -1.95  0.189
10 H -4.97 -3.15 -0.69  -0.176
11 H -6.10 -1.83 -0.27  -0.462
12 H -5.12 -4.21 1.39  0.357
13 H -7.21 -2.20 2.36  0.287
14 H -6.74 -3.80 3.11  0.443
15 H -7.70 -3.75 1.67  0.383
16 H -4.61 -2.66 2.96  0.278
17 H -3.73 -2.51 1.68  0.001
18 C 5.10 -1.78 4.07  -0.764
19 O 4.84 -3.16 3.90  -0.172
20 C 5.21 -3.93 5.02  -0.869
21 C 4.77 -5.39 4.85  0.332
22 C 3.26 -5.49 4.98  -1.037
23 N 5.47 -6.26 5.82  -0.696
24 H 4.62 -1.31 4.93  0.396
25 H 4.93 -1.27 3.12  -0.009
26 H 6.19 -1.65 4.25  0.387
27 H 6.29 -3.90 5.19  0.404
28 H 4.64 -3.57 5.89  0.337
29 H 5.04 -5.75 3.86  0.219
30 H 2.97 -5.41 6.04  0.389
31 H 2.93 -6.48 4.68  0.351
32 H 2.81 -4.66 4.45  0.054
33 H 5.02 -6.13 6.73  0.306
34 H 6.41 -5.89 5.93  0.278
35 C 0.32 -2.34 2.81  -0.881
36 O 0.92 -1.15 2.36  -0.047
37 C 1.15 -0.28 3.49  -0.869
38 C 1.33 1.17 3.12  1.521
39 C 2.05 1.91 4.25  -1.734
40 N 0.07 1.92 2.81  -0.665
41 H 0.95 -2.80 3.58  0.253
42 H 0.30 -3.04 1.98  0.271
43 H -0.69 -2.25 3.21  0.277
44 H 0.47 -0.48 4.33  0.429
45 H 2.09 -0.66 3.95  0.002
46 H 1.96 1.24 2.23  -0.436
47 H 3.05 1.48 4.41  0.334
48 H 1.47 1.99 5.17  0.372
49 H 2.33 2.90 3.89  0.394
50 H -0.69 1.61 3.42  0.119
51 H -0.21 1.52 1.90  0.344
52 C -6.97 4.27 -0.91  -0.364
53 O -7.81 5.04 -0.06  -0.336
54 C -7.68 6.42 -0.27  -0.652
55 C -6.30 6.97 0.14  0.612
56 C -5.96 6.58 1.58  -1.237
57 N -6.28 8.44 -0.02  -0.717
58 H -5.96 4.66 -1.08  0.115
59 H -7.44 4.20 -1.90  0.382
60 H -6.93 3.28 -0.45  0.076
61 H -7.96 6.70 -1.28  0.310
62 H -8.34 6.93 0.45  0.334
63 H -5.59 6.59 -0.61  -0.037
64 H -4.96 6.91 1.86  0.372
65 H -6.11 5.51 1.71  0.318
66 H -6.66 7.10 2.24  0.307
67 H -6.78 8.85 0.77  0.277
68 H -5.35 8.82 0.05  0.260
69 C 3.33 -0.80 0.14  -0.570
70 O 2.07 -0.67 -0.46  0.242
71 C 1.68 0.65 -0.77  -0.583
72 C 0.17 0.50 -1.01  -0.821
73 N -0.55 0.16 0.19  1.500
74 C -1.87 -0.42 -0.15  0.092
75 C -2.87 0.71 -0.40  -1.460
76 O -4.15 0.11 -0.25  0.579
77 C -5.29 0.92 -0.51  -1.443
78 H 3.45 -0.42 1.16  -0.010
79 H 4.04 -0.35 -0.56  0.527
80 H 3.52 -1.86 0.30  -0.067
81 H 2.17 1.01 -1.69  0.424
82 H 1.89 1.32 0.07  -0.121
83 H 0.13 -0.28 -1.79  0.095
84 H -0.24 1.39 -1.49  0.591
85 H -0.07 -0.37 0.92  -0.503
86 H -2.16 -0.99 0.73  0.188
87 H -1.77 -1.00 -1.07  -0.236
88 H -2.71 1.18 -1.38  0.236
89 H -2.76 1.46 0.39  0.341
90 H -6.10 0.61 0.16  0.399
91 H -5.65 0.64 -1.51  0.392
92 H -5.03 1.98 -0.47  0.495
93 C 5.74 6.25 2.24  -0.793
94 O 5.52 5.75 0.96  -0.327
95 C 4.40 4.87 0.87  -0.606
96 C 4.48 4.16 -0.46  -0.521
97 N 5.64 3.31 -0.52  -0.187
98 C 5.76 2.40 -1.67  0.052
99 C 7.00 1.53 -1.55  -0.606
100 O 8.19 2.26 -1.81  -0.401
101 C 8.38 2.79 -3.09  -0.635
102 H 6.28 5.55 2.88  0.290
103 H 4.83 6.57 2.76  0.312
104 H 6.32 7.17 2.18  0.266
105 H 3.52 5.54 0.92  0.450
106 H 4.33 4.15 1.69  0.333
107 H 4.52 4.95 -1.23  0.287
108 H 3.58 3.57 -0.62  0.315
109 H 6.55 3.76 -0.55  0.254
110 H 5.65 2.97 -2.61  0.286
111 H 4.90 1.71 -1.73  -0.212
112 H 6.95 0.67 -2.21  0.438
113 H 7.07 1.24 -0.50  0.244
114 H 8.59 2.04 -3.87  0.286
115 H 9.33 3.32 -3.05  0.243
116 H 7.56 3.45 -3.36  0.274
117 C 0.76 -3.54 -0.78  -0.157
118 O -0.32 -3.84 -1.66  -0.334
119 C 0.04 -4.02 -3.01  -0.723
120 C 0.50 -2.71 -3.69  0.035
121 N 1.23 -2.98 -4.90  -0.277
122 C 0.59 -3.69 -5.98  -0.397
123 C 1.46 -3.55 -7.21  -0.703
124 O 1.79 -2.18 -7.52  -0.381
125 C 0.69 -1.43 -7.96  -0.650
126 H 0.97 -4.47 -0.22  0.381
127 H 0.35 -2.85 -0.05  -0.606
128 H 1.70 -3.17 -1.18  0.351
129 H -0.77 -4.49 -3.56  0.262
130 H 0.96 -4.63 -3.05  0.408
131 H 1.09 -2.17 -2.96  0.100
132 H -0.42 -2.14 -3.90  0.094
133 H 1.82 -2.22 -5.20  0.369
134 H -0.44 -3.35 -6.16  0.172
135 H 0.51 -4.75 -5.71  0.315
136 H 0.93 -3.86 -8.12  0.396
137 H 2.40 -4.07 -7.09  0.343
138 H 0.99 -0.38 -7.93  0.254
139 H -0.18 -1.50 -7.31  0.259
140 H 0.45 -1.69 -8.99  0.289
141 C -3.48 1.84 4.76  -1.352
142 C -3.40 1.14 3.42  0.664
143 O -4.72 1.17 2.86  -0.612
144 H -4.08 1.24 5.45  0.365
145 H -3.85 2.86 4.66  0.326
146 H -2.51 2.05 5.22  0.334
147 H -3.06 0.11 3.57  0.090
148 H -2.75 1.69 2.73  -0.012
149 H -4.77 0.47 2.19  0.117
150 C -0.92 5.42 -2.93  -1.139
151 C -2.16 4.69 -2.35  -0.032
152 O -2.39 3.43 -3.06  -0.463
153 H -0.38 5.84 -2.08  0.313
154 H -1.18 6.19 -3.66  0.365
155 H -0.28 4.72 -3.44  0.310
156 H -3.05 5.32 -2.29  0.293
157 H -1.94 4.33 -1.34  0.168
158 H -2.63 3.69 -3.96  0.238
159 C 6.94 -4.09 -0.25  -1.349
160 C 6.08 -3.41 0.79  0.372
161 O 5.34 -4.38 1.51  -0.560
162 H 6.38 -4.59 -1.04  0.312
163 H 7.56 -4.87 0.21  0.343
164 H 7.61 -3.37 -0.71  0.351
165 H 5.40 -2.75 0.23  -0.053
166 H 6.59 -2.67 1.42  0.233
167 H 5.19 -3.95 2.41  0.547
168 C -3.61 -1.45 -3.31  0.029
169 C -3.98 -2.92 -3.47  -0.410
170 O -3.29 -3.42 -4.63  -0.519
171 H -4.15 -0.94 -4.10  0.513
172 H -2.53 -1.33 -3.30  -0.190
173 H -3.97 -1.04 -2.36  -0.379
174 H -5.07 -2.97 -3.68  0.303
175 H -3.94 -3.53 -2.56  0.348
176 H -3.28 -4.37 -4.48  0.329